This record from the OMol25 dataset describes a 6-piece molecular cluster, C47H38F22IN2O2 overall in a non-equilibrium geometry. The level of theory is the ωB97M-V functional and the def2-TZVPD basis.

Last columns: bonded neighbours and bond lengths (Å).
Element x y z (Å)
1 I 4.0564 -3.1847 -2.5958  N27 2.059
2 F -4.5792 -3.8669 2.2310  C42 1.423
3 F -8.1166 -0.7652 0.1824  C49 1.433
4 F -9.1161 -4.1820 -0.1403  C32 1.423
5 F -5.6306 -2.8307 -0.2059  C39 1.408
6 F 3.9860 2.5636 -0.8990  C66 1.346
7 F -6.5133 -4.4845 -1.4834  C39 1.437
8 F -10.7871 -1.8962 0.5106  C29 1.432
9 F -3.8021 -5.0656 -0.6984  C64 1.418
10 F -10.0230 -2.8895 2.4922  C29 1.404
11 F -2.2527 -5.4770 2.6154  C69 1.421
12 F -15.8462 -6.0032 -1.2804  C47 1.341
13 F -4.0318 -7.0399 0.5026  C64 1.427
14 F -7.3317 -1.9996 1.9255  C49 1.408
15 F 7.3754 -4.8492 -1.3855  C59 1.346
16 F -2.0696 -3.9375 0.8255  C69 1.446
17 F -8.2295 -2.5761 -1.4768  C32 1.435
18 F -7.3353 -4.8620 1.9694  C44 1.436
19 F -6.7702 -6.2221 0.2488  C44 1.431
20 F 2.7092 9.2372 1.9665  C67 1.346
21 F -5.0621 -6.0435 2.6137  C42 1.437
22 F 3.9896 9.3454 -4.2567  C40 1.342
23 F -9.8820 -0.6398 2.1570  C29 1.424
24 O 4.9433 -0.2600 -0.4794  C33 1.416, H109 0.991
25 O 6.9590 -0.7645 0.4497  C33 1.264
26 N 0.8139 -4.7606 -0.4297  C54 1.433, C68 1.481, C71 1.459
27 N 2.6990 -3.7529 -1.1563  I1 2.059, C56 1.449, C71 1.439
28 C 4.1083 10.7698 -0.4050  C34 1.393, C38 1.391, H93 1.084
29 C -9.7720 -1.9086 1.5203  F8 1.432, F10 1.404, F23 1.424, C49 1.625
30 C 6.7481 3.7718 -2.9115  C51 1.391, C58 1.391, H107 1.085
31 C 0.8050 -4.1218 2.1734  C54 1.585, H76 1.153, H85 1.156, H104 1.149
32 C -8.0972 -3.1897 -0.1868  F4 1.423, F17 1.435, C39 1.625, C49 1.609
33 C 5.7729 -1.1494 0.2459  O24 1.416, O25 1.264, C57 1.618
34 C 4.5428 11.5736 -1.4565  C28 1.393, C55 1.391, H101 1.085
35 C 4.6757 4.7748 -1.3425  C66 1.386, C72 1.391, H97 1.084
36 C 3.2541 11.4593 4.7784  C41 1.391, C63 1.393, H105 1.085
37 C 10.0431 -2.4035 -3.3389  C60 1.392, C65 1.391, H103 1.085
38 C 3.6335 9.4860 -0.6549  C28 1.391, C70 1.392, H75 1.080
39 C -6.6091 -3.8429 -0.2009  F5 1.408, F7 1.437, C32 1.625, C44 1.600
40 C 4.0283 9.8114 -2.9984  F22 1.342, C55 1.386, C70 1.386
41 C 3.2225 10.9794 3.4733  C36 1.391, C67 1.386, H96 1.083
42 C -4.9538 -5.0669 1.5646  F2 1.423, F21 1.437, C44 1.598, C64 1.620
43 C 2.3454 9.3682 5.5695  C63 1.392, C73 1.391, H91 1.085
44 C -6.3998 -4.9967 0.8882  F18 1.436, F19 1.431, C39 1.600, C42 1.598
45 C 8.1433 -2.6742 -1.8823  C59 1.386, C60 1.391, H98 1.080
46 C 9.2390 -4.6127 -2.8138  C59 1.386, C65 1.391, H100 1.084
47 C -14.6603 -5.5796 -0.8186  F12 1.341, C48 1.386, C61 1.386
48 C -14.5997 -4.9242 0.4011  C47 1.386, C52 1.391, H112 1.084
49 C -8.2797 -2.0034 0.8842  F3 1.433, F14 1.408, C29 1.625, C32 1.609
50 C -12.2890 -5.3608 -1.0923  C61 1.391, C62 1.392, H111 1.085
51 C 6.5954 5.1452 -2.7512  C30 1.391, C72 1.393, H92 1.085
52 C -13.3692 -4.4892 0.8822  C48 1.391, C62 1.393, H94 1.085
53 C 3.6894 -2.5199 1.1444  C56 1.587, C57 1.602, H79 1.154, H108 1.143
54 C 1.4033 -4.1159 0.7062  N26 1.433, C31 1.585, C56 1.565
55 C 4.5076 11.0896 -2.7602  C34 1.391, C40 1.386, H110 1.084
56 C 2.7190 -3.4012 0.2490  N27 1.449, C53 1.587, C54 1.565
57 C 5.2494 -2.5822 0.7848  C33 1.618, C53 1.602, H80 1.138, H99 1.153
58 C 5.8692 2.8975 -2.2807  C30 1.391, C66 1.386, H78 1.085
59 C 8.2489 -4.0488 -2.0245  F15 1.346, C45 1.386, C46 1.386
60 C 9.0489 -1.8472 -2.5389  C37 1.392, C45 1.391, H102 1.085
61 C -13.5176 -5.8054 -1.5692  C47 1.386, C50 1.391, H89 1.084
62 C -12.2147 -4.7051 0.1334  C50 1.392, C52 1.393, H86 1.083
63 C 2.8181 10.6517 5.8258  C36 1.393, C43 1.392, H84 1.085
64 C -3.7849 -5.6375 0.5989  F9 1.418, F13 1.427, C42 1.620, C69 1.618
65 C 10.1370 -3.7847 -3.4788  C37 1.391, C46 1.391, H106 1.085
66 C 4.8403 3.4087 -1.5051  F6 1.346, C35 1.386, C58 1.386
67 C 2.7451 9.7012 3.2296  F20 1.346, C41 1.386, C73 1.386
68 C -0.4192 -5.5419 -0.6786  N26 1.481, C74 1.591, H82 1.154, H90 1.155
69 C -2.3213 -5.3099 1.2062  F11 1.421, F16 1.446, C64 1.618, C74 1.602
70 C 3.5880 9.0055 -1.9601  C38 1.392, C40 1.386, H87 1.084
71 C 1.6086 -4.5595 -1.6364  N26 1.459, N27 1.439, H81 1.133
72 C 5.5615 5.6482 -1.9647  C35 1.391, C51 1.393, H88 1.085
73 C 2.3031 8.8916 4.2636  C43 1.391, C67 1.386, H95 1.084
74 C -1.1446 -6.1956 0.5771  C68 1.591, C69 1.602, H77 1.155, H83 1.154
75 H 3.3009 8.8619 0.1611  C38 1.080
76 H 0.6987 -5.1736 2.6346  C31 1.153
77 H -1.5713 -7.2100 0.2259  C74 1.155
78 H 5.9790 1.8238 -2.3884  C58 1.085
79 H 3.5903 -2.8430 2.2481  C53 1.154
80 H 5.5571 -3.4087 0.0652  C57 1.138
81 H 1.4240 -4.9275 -2.6923  C71 1.133
82 H -1.1818 -4.9229 -1.2840  C68 1.154
83 H -0.4385 -6.4724 1.4464  C74 1.154
84 H 2.8473 11.0254 6.8442  C63 1.085
85 H 1.5885 -3.5951 2.8406  C31 1.156
86 H -11.2585 -4.3606 0.5072  C62 1.083
87 H 3.2130 8.0114 -2.1749  C70 1.084
88 H 5.4466 6.7194 -1.8380  C72 1.085
89 H -13.5926 -6.3251 -2.5170  C61 1.084
90 H -0.1307 -6.4110 -1.3831  C68 1.155
91 H 2.0098 8.7389 6.3868  C43 1.085
92 H 7.2832 5.8276 -3.2398  C51 1.085
93 H 4.1405 11.1468 0.6112  C28 1.084
94 H -13.3096 -3.9816 1.8390  C52 1.085
95 H 1.9298 7.8980 4.0447  C73 1.084
96 H 3.5651 11.5904 2.6471  C41 1.083
97 H 3.8604 5.1478 -0.7335  C35 1.084
98 H 7.3612 -2.2591 -1.2644  C45 1.080
99 H 5.8275 -2.7406 1.7702  C57 1.153
100 H 9.3033 -5.6907 -2.9045  C46 1.084
101 H 4.9089 12.5755 -1.2597  C34 1.085
102 H 8.9795 -0.7705 -2.4274  C60 1.085
103 H 10.7464 -1.7573 -3.8541  C37 1.085
104 H -0.1513 -3.4984 2.3006  C31 1.149
105 H 3.6186 12.4607 4.9795  C36 1.085
106 H 10.9096 -4.2166 -4.1056  C65 1.085
107 H 7.5512 3.3820 -3.5277  C30 1.085
108 H 3.3581 -1.4276 1.0783  C53 1.143
109 H 5.4699 0.5208 -0.7879  O24 0.991
110 H 4.8490 11.6973 -3.5900  C55 1.084
111 H -11.3896 -5.5258 -1.6762  C50 1.085
112 H -15.5095 -4.7577 0.9659  C48 1.084

The value obtained for the LUMO energy is -4.2 eV. As for the largest force on an atom: 6.1 eV/Å. The energy is -124302.92184 eV. The charge is +1.